Computed, not measured: a structure of composition C29H48BeF6NO25S2 in a non-equilibrium geometry, with ωB97M-V/def2-TZVPD.

Results
HOMO level   -12.620 eV
HOMO-LUMO gap   0.0681 Ha
LUMO   -10.8 eV

ORCA input file:
```
! RIJCOSX wB97M-V def2-TZVPD def2/J DEFGRID3
* xyz 1 1
Be -0.74 -4.45 -0.21
C -2.07 -0.42 -1.50
F -2.07 -1.28 -2.54
F -1.33 0.71 -1.80
F -3.29 -0.09 -1.31
S -1.47 -1.23 0.13
O -1.36 -0.12 1.12
O -2.51 -2.21 0.43
N -0.03 -2.13 -0.34
S 1.13 -1.14 0.08
O 0.99 0.15 -0.58
O 1.44 -1.18 1.49
C 2.69 -1.86 -0.84
F 2.78 -1.40 -2.10
F 3.81 -1.57 -0.14
F 2.61 -3.19 -0.98
C -4.69 2.43 1.10
C -4.19 1.46 2.16
C -4.83 1.54 3.56
O -5.01 0.20 3.98
C -4.82 -0.63 2.98
O -4.94 -1.81 3.05
O -4.47 0.05 1.87
H -4.20 2.31 0.13
H -4.42 3.45 1.38
H -5.77 2.41 0.99
H -3.12 1.56 2.31
H -5.75 2.13 3.55
H -4.16 2.15 4.16
C 4.68 -0.52 2.58
C 3.75 -0.80 3.81
C 4.49 -1.17 5.12
O 4.09 -0.20 6.08
C 3.45 0.89 5.47
O 3.11 1.94 6.05
O 3.23 0.51 4.18
H 5.09 -1.48 2.28
H 5.54 0.07 2.90
H 4.08 -0.05 1.80
H 2.93 -1.50 3.64
H 5.57 -1.14 4.96
H 4.15 -2.17 5.35
C 1.39 0.85 -4.58
C 1.41 1.87 -3.48
C 2.26 3.14 -3.72
O 1.51 4.21 -3.16
C 0.24 3.79 -3.05
O -0.70 4.51 -2.77
O 0.14 2.44 -3.29
H 0.90 -0.08 -4.30
H 2.42 0.61 -4.84
H 0.82 1.23 -5.43
H 1.59 1.34 -2.55
H 2.26 3.39 -4.78
H 3.24 3.00 -3.26
C -0.20 -0.79 4.80
C -1.74 -0.73 4.87
C -2.26 -2.04 5.13
O -3.34 -1.81 5.94
C -3.20 -0.64 6.57
O -3.90 -0.23 7.45
O -2.04 -0.08 6.08
H 0.17 -1.24 3.87
H 0.25 -1.27 5.67
H 0.07 0.25 4.65
H -2.09 -0.17 4.00
H -1.50 -2.64 5.62
H -2.70 -2.41 4.21
C -3.62 -0.02 -4.81
C -3.52 1.09 -5.90
C -2.32 2.02 -5.69
O -1.81 2.10 -7.02
C -2.37 1.22 -7.85
O -2.03 1.07 -9.00
O -3.37 0.61 -7.22
H -3.82 0.41 -3.83
H -2.66 -0.52 -4.72
H -4.33 -0.82 -5.02
H -4.37 1.77 -5.86
H -1.58 1.66 -4.98
H -2.58 3.01 -5.31
C -0.42 3.10 0.73
C 0.97 3.64 1.31
C 1.74 2.60 2.13
O 2.97 2.52 1.38
C 3.07 3.44 0.40
O 4.04 3.68 -0.19
O 1.87 4.03 0.23
H -0.18 2.32 0.01
H -0.93 3.93 0.25
H -1.04 2.81 1.58
H 0.72 4.47 1.96
H 1.22 1.64 2.19
H 1.70 2.88 3.19
C 4.64 -3.13 -4.05
O 5.89 -3.34 -4.65
H 4.73 -2.28 -3.37
H 3.76 -3.04 -4.68
H 4.41 -4.02 -3.47
H 5.74 -4.14 -5.16
C -5.61 -2.41 -0.20
O -6.38 -3.27 -1.01
H -6.20 -1.61 0.25
H -5.01 -3.03 0.47
H -4.84 -2.02 -0.86
H -7.01 -3.68 -0.41
C 6.47 -3.89 -1.16
O 7.02 -5.03 -0.52
H 6.93 -3.61 -2.11
H 5.43 -4.08 -1.44
H 6.41 -3.01 -0.51
H 6.95 -5.80 -1.08
*
```



Computed, not measured: a structure of composition C27H33BrINOSW in a non-equilibrium geometry, with ωB97M-V/def2-TZVPD.

Results
HOMO level (spin up / spin down)   -6.413 / -8.053 eV
Energy above the lowest of the compared OMol25 structures with the same formula, charge and spin   20.64 kcal per mole
HOMO-LUMO gap (spin up / spin down)   0.2137 / 0.2611 Ha
LUMO (spin up / spin down)   -0.6 / -0.9 eV

ORCA input file:
```
! RIJCOSX wB97M-V def2-TZVPD def2/J DEFGRID3
* xyz 0 3
W -0.38 -0.19 -0.39
C 2.06 1.50 0.80
N 0.76 1.73 0.16
C 0.98 2.66 -0.96
C -0.16 2.41 1.11
C -1.53 2.46 0.46
C -2.34 3.58 0.45
C -3.57 3.53 -0.20
C -4.00 2.35 -0.78
C -3.18 1.23 -0.76
C -1.90 1.27 -0.19
H 2.48 2.45 1.18
H 2.76 1.08 0.07
H 1.97 0.80 1.64
H 1.37 3.62 -0.59
H 0.05 2.84 -1.50
H 1.70 2.23 -1.65
H 0.22 3.41 1.36
H -0.21 1.81 2.03
H -2.02 4.48 0.94
H -4.18 4.42 -0.25
H -4.97 2.30 -1.26
H -3.55 0.31 -1.18
S 0.58 -0.15 -2.42
Br 3.39 -3.52 3.19
C 2.88 -4.70 1.79
C 3.11 -6.05 1.94
C 2.71 -6.93 0.96
C 2.11 -6.45 -0.20
C 1.91 -5.09 -0.36
C 2.27 -4.21 0.64
I 1.59 -2.08 0.52
H 3.60 -6.42 2.84
H 2.85 -7.99 1.09
H 1.80 -7.13 -0.97
H 1.45 -4.71 -1.26
C -1.18 -3.37 -2.54
C -2.61 -2.85 -2.55
C -2.65 -1.42 -3.10
C -3.26 -2.96 -1.19
C -4.37 -3.77 -1.05
C -5.00 -3.93 0.18
C -4.51 -3.25 1.28
C -3.41 -2.42 1.20
C -3.00 -1.68 2.46
C -1.50 -1.68 2.76
C -3.52 -0.23 2.44
C -2.75 -2.27 -0.05
O -1.67 -1.54 -0.16
H -0.76 -3.33 -3.54
H -1.15 -4.40 -2.18
H -0.56 -2.75 -1.89
H -3.20 -3.47 -3.23
H -2.02 -0.75 -2.50
H -3.67 -1.03 -3.11
H -2.28 -1.40 -4.12
H -4.76 -4.29 -1.91
H -5.86 -4.57 0.28
H -5.01 -3.36 2.23
H -3.50 -2.20 3.29
H -0.97 -0.99 2.09
H -1.09 -2.68 2.66
H -1.34 -1.34 3.79
H -3.00 0.35 1.67
H -3.35 0.23 3.41
H -4.58 -0.21 2.22
*
```



Computed, not measured: an isolated molecule of C5H9NO2 in a non-equilibrium geometry, with ωB97M-V/def2-TZVPD.

Results
HOMO level   -9.701 eV
SMILES string   C=NCCCC(=O)O
Energy above the lowest of the compared OMol25 structures with the same formula, charge and spin   59.84 kcal per mole
HOMO-LUMO gap   0.3815 Ha
LUMO   0.7 eV

ORCA input file:
```
! RIJCOSX wB97M-V def2-TZVPD def2/J DEFGRID3
* xyz 0 1
C -1.52 2.34 -1.22
N -1.54 1.79 -0.02
C -0.31 1.39 0.59
C -0.26 -0.11 0.24
C 1.10 -0.72 0.65
C 1.27 -2.19 0.21
O 2.24 -2.90 0.31
O 0.03 -2.76 -0.10
H -0.73 2.36 -1.91
H -2.53 2.65 -1.55
H 0.56 2.00 0.06
H -0.13 1.69 1.70
H -1.03 -0.87 0.41
H -0.14 -0.19 -0.94
H 0.93 -0.74 1.68
H 1.84 0.00 0.11
H 0.22 -3.73 -0.21
*
```



Computed, not measured: a structure of composition C33H55GaIN16O in a non-equilibrium geometry, with ωB97M-V/def2-TZVPD.

Results
HOMO level   -3.779 eV
HOMO-LUMO gap   0.1914 Ha
LUMO   1.4 eV

ORCA input file:
```
! RIJCOSX wB97M-V def2-TZVPD def2/J DEFGRID3
* xyz -1 1
N -4.63 2.18 -5.15
C -4.45 0.87 -4.45
C -2.94 0.30 -4.59
O -2.12 1.25 -3.92
C -2.98 -1.15 -3.95
Ga -1.18 -1.99 -3.41
I 0.58 -0.34 -2.38
H -5.49 2.62 -4.82
H -4.73 1.92 -6.14
H -4.66 1.04 -3.34
H -5.17 0.06 -4.79
H -2.77 0.27 -5.72
H -2.26 1.17 -2.96
H -3.43 -1.83 -4.75
H -3.75 -1.15 -3.11
H -1.52 -3.06 -2.23
H -0.61 -2.89 -4.62
C 0.81 2.42 0.73
C -0.17 2.95 1.71
N -0.94 3.37 2.48
H 1.22 1.48 1.10
H 0.32 2.23 -0.23
H 1.62 3.13 0.58
C -0.60 0.16 5.24
C 0.65 0.33 4.43
N 1.63 0.46 3.81
H -0.40 -0.49 6.09
H -0.94 1.13 5.60
H -1.37 -0.30 4.62
C 1.18 5.72 3.83
C 2.47 6.30 3.36
N 3.47 6.75 2.99
H 1.03 4.73 3.39
H 1.18 5.62 4.91
H 0.35 6.36 3.53
C 4.70 -0.92 6.30
C 3.28 -0.99 6.75
N 2.10 -1.05 7.12
H 5.10 -1.93 6.17
H 4.75 -0.39 5.35
H 5.31 -0.39 7.04
C -4.86 -5.20 -6.09
C -3.70 -4.83 -5.24
N -2.79 -4.53 -4.58
H -4.84 -6.27 -6.30
H -5.80 -4.96 -5.59
H -4.81 -4.66 -7.03
C 0.00 1.18 9.82
C 0.84 0.39 8.87
N 1.46 -0.24 8.10
H 0.41 2.18 9.92
H -1.03 1.24 9.46
H 0.01 0.69 10.80
C -2.48 5.33 -0.83
C -1.50 4.27 -1.20
N -0.73 3.45 -1.49
H -2.81 5.86 -1.72
H -3.35 4.88 -0.35
H -2.01 6.03 -0.14
C 4.29 -1.85 0.01
C 3.64 -0.55 0.31
N 3.13 0.48 0.55
H 4.94 -2.14 0.84
H 3.53 -2.62 -0.13
H 4.88 -1.77 -0.90
C 7.45 -3.27 -2.24
C 6.99 -4.18 -1.15
N 6.63 -4.88 -0.30
H 8.00 -2.43 -1.82
H 8.10 -3.82 -2.93
H 6.59 -2.89 -2.80
C 8.29 -8.42 -1.57
C 8.89 -7.74 -2.75
N 9.36 -7.20 -3.66
H 7.27 -8.75 -1.81
H 8.88 -9.29 -1.29
H 8.24 -7.73 -0.72
C 1.64 7.82 -0.36
C 0.21 7.79 0.06
N -0.90 7.75 0.39
H 2.02 6.81 -0.48
H 1.73 8.35 -1.32
H 2.24 8.34 0.39
C -2.98 -3.39 3.42
C -3.23 -2.02 3.96
N -3.42 -0.94 4.37
H -3.62 -4.11 3.93
H -3.20 -3.42 2.35
H -1.94 -3.68 3.58
C -1.24 -3.35 7.70
C -0.51 -4.21 6.72
N 0.05 -4.88 5.95
H -0.77 -2.37 7.76
H -2.27 -3.23 7.39
H -1.21 -3.82 8.69
C -4.42 5.75 -6.54
C -5.85 5.68 -6.10
N -6.95 5.64 -5.76
H -4.02 4.74 -6.66
H -4.36 6.27 -7.50
H -3.83 6.28 -5.80
C -2.70 -2.24 -7.91
C -4.13 -2.27 -7.51
N -5.24 -2.31 -7.18
H -2.32 -3.26 -8.04
H -2.59 -1.70 -8.85
H -2.11 -1.74 -7.14
*
```



> Which formula does entry 2 have?

C27H33BrINOSW